Computed, not measured: a 3-piece molecular cluster, C17H28ClFN2O2 overall, with the ωB97M-V functional and the def2-TZVPD basis.

Geometry (Å):
C1 -3.93 2.22 0.72
C2 -3.30 0.94 1.23
Cl1 -4.44 -0.42 0.99
C3 -1.91 0.64 0.64
C4 -1.72 -0.43 -0.45
C5 -0.58 0.02 -1.27
N1 0.32 0.37 -1.88
C6 -1.36 -1.93 -0.07
C7 -2.50 -2.85 -0.03
N2 -3.37 -3.60 -0.11
C8 -0.48 -2.10 1.20
C9 -1.20 -2.32 2.53
F1 -1.36 -1.10 3.20
H1 -4.65 2.61 1.44
H2 -3.16 2.98 0.57
H3 -4.45 2.07 -0.23
H4 -3.20 0.98 2.32
H5 -1.22 0.43 1.45
H6 -1.55 1.58 0.21
H7 -2.60 -0.46 -1.10
H8 -0.76 -2.29 -0.91
H9 0.15 -1.21 1.30
H10 0.20 -2.94 1.04
H11 -2.21 -2.72 2.40
H12 -0.63 -2.98 3.18
C10 1.43 3.18 2.84
C11 1.02 1.79 3.31
C12 -0.44 2.01 3.68
O1 -0.92 3.02 2.78
C13 0.18 3.64 2.11
H13 2.31 3.19 2.20
H14 1.63 3.83 3.70
H15 1.10 1.07 2.49
H16 1.61 1.41 4.15
H17 -0.55 2.36 4.71
H18 -1.06 1.12 3.54
H19 0.19 3.31 1.06
H20 0.03 4.72 2.13
C14 3.47 -1.83 -5.45
C15 2.37 -1.26 -4.55
C16 2.74 -1.88 -3.20
O2 4.16 -2.02 -3.20
C17 4.67 -1.81 -4.51
H21 3.63 -1.25 -6.36
H22 3.23 -2.86 -5.73
H23 2.45 -0.17 -4.49
H24 1.36 -1.52 -4.86
H25 2.28 -2.87 -3.09
H26 2.44 -1.26 -2.36
H27 5.18 -0.84 -4.56
H28 5.40 -2.59 -4.73

Kohn-Sham gap   9.9 eV
Charge   0
Electronic energy   -1484.5542 a.u.
E_LUMO   0.532 eV
2S+1   1
Structure (SMILES)   C[C@@H](Cl)C[C@@H](C#N)[C@H](C#N)CCF.C1CCOC1.C1CCOC1